This record from the Open Molecules 2025 dataset describes a cluster of 2 separate species, C2HOS2 in total. The level of theory is ωB97M-V/def2-TZVPD.

```
6
Properties=species:S:1:pos:R:3:forces:R:3:mulliken_spin:R:1
C -1.9163 1.3570 -0.2657 1.9 -1.9 -0.1 1.122
C -2.2646 -0.7542 1.6425 0.2 0.1 1.5 0.027
O -2.3598 -1.7287 1.0440 -0.1 -0.1 -1.1 0.000
S -2.1234 0.2221 2.8845 -0.1 0.2 -0.3 0.047
S -0.4005 1.4918 -0.8843 0.7 -0.6 0.0 0.671
H -2.4810 2.1845 -0.4216 -2.7 2.2 0.1 0.134
```
Forces are in eV/Å.

Results
- energy relative to the best compared isomer or geometry (same formula, charge and spin) (kJ/mol) = 54.1
- max |F| (hartree/bohr) = 0.06816
- 2S+1 = 3
- Kohn-Sham gap (alpha / beta) (eV) = 4.09 / 7.16
- electronic energy (eV) = -25806.0176
- charge = -1

***

This record from the Open Molecules 2025 dataset describes a structure of composition C2INO3. The level of theory is ωB97M-V/def2-TZVPD.

```
7
Properties=species:S:1:pos:R:3:forces:R:3:nbo_charge:R:1
C -0.8945 -1.0998 0.3001 0.3 0.2 -0.1 0.884
C 0.6507 1.1577 0.3688 0.8 1.7 0.9 1.000
N -0.1096 -0.4827 -0.3795 -0.3 -1.5 -1.3 -0.807
O -1.5894 -1.5295 1.1055 -0.8 -0.7 0.6 -0.442
O 0.1072 1.9312 -0.2973 -0.8 1.1 -1.0 -0.551
O 1.3519 0.7131 1.1727 1.0 -0.7 1.2 -0.543
I 0.4838 -0.6900 -2.2703 -0.1 -0.3 -0.3 0.459
```
Forces are in eV/Å.

Results
- energy relative to the best compared isomer or geometry (same formula, charge and spin) (kJ/mol) = 80.9
- max |F| (hartree/bohr) = 0.04051
- Kohn-Sham gap (eV) = 8.94
- electronic energy (eV) = -17806.2108

***

This record from the Open Molecules 2025 dataset describes a structure of composition C2LiMgO4. The level of theory is ωB97M-V/def2-TZVPD.

```
8
Properties=species:S:1:pos:R:3:forces:R:3:mulliken_spin:R:1
O 0.5018 -1.4135 0.2202 1.4 0.0 -1.2 -0.027
C -0.3869 -0.7887 -0.4387 -1.9 0.0 2.6 0.005
O -1.5244 -1.2619 -0.6152 -0.3 -0.3 -0.6 -0.001
Li -2.4236 -0.6359 0.9904 0.6 0.6 -1.1 0.006
Mg 2.2427 -0.3131 0.3389 -0.7 0.2 -0.1 1.076
O -1.3516 1.2243 0.3642 -0.1 -0.2 -0.6 -0.002
O 0.8676 1.1706 0.0223 0.3 0.7 -0.6 -0.038
C -0.3182 0.7652 -0.1500 0.8 -0.8 1.6 -0.018
```
Forces are in eV/Å.

Results
- energy relative to the best compared isomer or geometry (same formula, charge and spin) (kJ/mol) = 0.0
- max |F| (hartree/bohr) = 0.06230
- 2S+1 = 2
- Kohn-Sham gap (alpha / beta) (eV) = 5.56 / 8.74
- electronic energy (eV) = -15915.5044

***

This record from the Open Molecules 2025 dataset describes a structure of composition C2LiO4Ru. The level of theory is ωB97M-V/def2-TZVPD.

```
8
Properties=species:S:1:pos:R:3:forces:R:3:mulliken_spin:R:1
O -0.1388 -0.2099 0.3781 5.1 -0.4 -0.7 0.119
Li -1.2674 -1.8694 0.6477 -0.7 0.2 0.0 0.000
O -1.2620 1.4885 -0.6940 1.0 -1.0 1.2 0.006
O -2.2863 -0.3827 0.0417 1.3 -0.4 0.9 0.019
C -1.3344 0.4210 -0.1164 -3.3 1.9 -3.1 -0.011
C 1.1650 0.0299 -0.1465 -3.8 -1.4 3.0 0.159
O 2.0768 -0.5330 0.4722 -0.6 0.0 -0.6 0.263
Ru 3.0471 1.0554 -0.5828 1.0 1.0 -0.7 5.446
```
Forces are in eV/Å.

Results
- energy relative to the best compared isomer or geometry (same formula, charge and spin) (kJ/mol) = 20.3
- max |F| (hartree/bohr) = 0.10087
- 2S+1 = 7
- Kohn-Sham gap (alpha / beta) (eV) = 8.04 / 5.29
- electronic energy (eV) = -13037.6341
- charge = +1

***

This record from the Open Molecules 2025 dataset describes the molecule C2N2OS. The level of theory is ωB97M-V/def2-TZVPD.

```
6
Properties=species:S:1:pos:R:3:forces:R:3:nbo_charge:R:1
C 0.1669 0.1465 0.1528 -0.4 -1.6 2.1 0.583
C -0.3126 -1.1326 1.4403 0.4 -0.6 1.4 0.381
N 0.6456 -0.0434 1.3910 -0.1 0.7 -1.0 -0.454
N 0.3499 0.8413 -0.8740 0.8 1.5 -1.5 -0.574
O -0.8110 -0.9186 0.2330 -0.8 0.2 -1.3 -0.516
S -0.0388 1.1068 -2.3430 0.0 -0.1 0.3 0.580
```
Forces are in eV/Å.

Results
- energy relative to the best compared isomer or geometry (same formula, charge and spin) (kJ/mol) = 403.2
- max |F| (hartree/bohr) = 0.05220
- SMILES string = S=NC12N=C1O2
- Kohn-Sham gap (alpha / beta) (eV) = 6.74 / 5.92
- electronic energy (eV) = -17930.2110

***

This record from the Open Molecules 2025 dataset describes a structure of composition C2N5S. The level of theory is ωB97M-V/def2-TZVPD.

```
8
Properties=species:S:1:pos:R:3:forces:R:3:nbo_charge:R:1
C 1.9780 1.2109 0.8311 0.4 0.3 -0.4 0.035
C -0.4831 -0.3336 0.1527 1.9 1.2 2.3 0.391
N 2.7925 1.7246 0.1987 0.4 0.2 -0.2 -0.377
N -0.1972 -0.2079 -1.1192 0.8 0.5 0.9 -0.407
N -1.6103 -0.9235 0.4803 0.8 0.5 1.0 -0.419
N -1.2571 -0.7856 -1.6538 -0.8 -0.5 -0.8 -0.149
N -2.0825 -1.2037 -0.7146 -0.8 -0.5 -1.1 -0.152
S 0.8597 0.5188 1.8249 -2.7 -1.7 -1.8 0.077
```
Forces are in eV/Å.

Results
- energy relative to the best compared isomer or geometry (same formula, charge and spin) (kJ/mol) = 1.8
- max |F| (hartree/bohr) = 0.07069
- Kohn-Sham gap (eV) = 8.72
- electronic energy (eV) = -20358.4162
- charge = -1